[1]
ORCA calculation (ωB97M-V/def2-TZVPD) on F2NO as an isolated structure at a distorted geometry.

```
4
Properties=species:S:1:pos:R:3:mulliken_charge:R:1
N -0.440 -0.029 0.232 0.194
O -0.509 0.268 -1.260 -0.606
F 0.358 1.003 0.767 -0.180
F 0.733 -1.172 0.335 -0.408
```

Charge ... -1
Molar mass ... 68.00 g mol⁻¹
Calculated total energy ... -8968.4374 eV
Orbital gap ... 9.65 eV
E_LUMO ... 5.57 eV
Multiplicity ... 1
Energy relative to the best compared isomer or geometry (same formula, charge and spin) ... 1.8070 eV
E_HOMO ... -4.1 eV


[2]
ORCA calculation (ωB97M-V/def2-TZVPD) on a 2-piece molecular cluster, C4H10N2O2S overall at a distorted geometry.

```
19
Properties=species:S:1:pos:R:3:mulliken_charge:R:1
C 1.059 -1.945 0.852 -0.409
C 1.887 -0.663 0.904 -0.667
C 0.395 -0.709 0.800 0.837
C -0.869 -0.058 1.402 -1.250
N -1.743 1.478 -1.276 -0.660
N 0.013 -0.345 -1.315 -0.668
O 0.746 1.927 -0.751 -0.616
O 0.053 1.477 -3.050 -0.659
S -0.106 1.193 -1.648 1.216
H 0.930 -2.632 -0.111 0.242
H 1.089 -2.509 1.862 0.233
H 2.269 -0.529 1.867 0.303
H 2.471 -0.280 0.054 0.212
H -1.685 -0.047 0.596 0.317
H -0.725 0.965 1.607 0.308
H -1.078 -0.505 2.330 0.421
H -1.854 2.091 -0.553 0.239
H -2.075 1.935 -2.142 0.318
H -0.776 -0.844 -1.430 0.282
```

Molar mass ... 150.20 g mol⁻¹
Calculated total energy ... -22216.1731 eV
Orbital gap (spin up / spin down) ... 9.14 / 9.14 eV
E_LUMO (spin up / spin down) ... -0.42 / -0.42 eV
Multiplicity ... 1
Energy relative to the best compared isomer or geometry (same formula, charge and spin) ... 3.7056 eV
E_HOMO (spin up / spin down) ... -9.6 / -9.6 eV


[3]
ORCA calculation (ωB97M-V/def2-TZVPD) on C6H8 as an isolated structure at a distorted geometry.

```
14
Properties=species:S:1:pos:R:3:mulliken_charge:R:1
C -0.842 -2.223 0.164 -0.740
C -0.998 -1.202 -1.025 -0.484
C -0.508 0.134 -0.712 0.084
C 0.398 0.904 -0.276 0.064
C 1.036 2.193 0.121 -0.381
C 1.722 2.564 1.185 -0.484
H 0.325 -2.060 0.550 0.251
H -0.888 -3.288 -0.579 0.201
H -1.726 -2.381 0.969 0.254
H -2.131 -1.325 -1.267 0.279
H -0.740 -1.834 -1.889 0.329
H 0.479 3.218 -0.630 0.154
H 1.845 3.630 1.398 0.272
H 2.025 1.670 1.992 0.200
```

Molar mass ... 80.13 g mol⁻¹
Calculated total energy ... -6345.6431 eV
Orbital gap ... 9.74 eV
E_LUMO ... 0.66 eV
Multiplicity ... 1
Energy relative to the best compared isomer or geometry (same formula, charge and spin) ... 5.1407 eV
E_HOMO ... -9.1 eV


[4]
ORCA calculation (ωB97M-V/def2-TZVPD) on C8H7NO2 in the gas phase at a distorted geometry.

```
18
Properties=species:S:1:pos:R:3:mulliken_charge:R:1
O -1.713 2.796 1.052 -0.689
C -1.081 1.745 0.711 0.932
C -1.071 0.323 1.198 -0.779
C -0.406 -0.550 0.373 0.541
C 0.175 -1.982 0.919 -0.749
C 1.222 -2.209 -0.385 -0.385
N 1.302 -1.103 -1.238 -0.585
C 0.410 -0.258 -0.898 0.458
C 0.126 1.020 -1.400 -0.676
C -0.412 1.887 -0.625 0.187
O -0.466 3.076 -0.904 -0.617
H -1.613 -0.153 2.026 0.367
H 0.855 -1.757 1.767 0.272
H -0.364 -2.938 1.284 0.366
H 2.383 -2.006 -0.365 0.345
H 0.954 -3.213 -1.062 0.206
H 0.801 1.504 -2.093 0.325
H -1.104 3.819 -0.359 0.482
```

Molar mass ... 149.15 g mol⁻¹
Calculated total energy ... -13989.2388 eV
Orbital gap ... 7.53 eV
E_LUMO ... -1.16 eV
Multiplicity ... 1
Energy relative to the best compared isomer or geometry (same formula, charge and spin) ... 5.6195 eV
E_HOMO ... -8.7 eV


[5]
ORCA calculation (ωB97M-V/def2-TZVPD) on C9H13N3OS in the gas phase at a distorted geometry.

```
27
Properties=species:S:1:pos:R:3:mulliken_charge:R:1
C -3.092 -1.244 0.410 -0.437
C -1.787 -1.559 0.009 -0.655
C -2.729 1.064 -0.104 -0.304
C -3.635 0.091 0.209 -0.132
C -1.039 -0.533 -0.562 0.032
C 0.360 -0.710 -1.039 0.209
C 1.919 0.830 0.084 0.291
C 1.995 1.888 1.112 -1.401
C 2.251 -1.496 0.685 -0.955
N -1.546 0.726 -0.591 0.065
N 0.798 0.396 -1.892 -0.538
N 1.266 -0.498 0.266 0.001
O 1.216 1.471 -0.978 -0.392
S -5.244 0.535 0.457 -0.406
H -3.811 -1.920 0.789 0.446
H -1.576 -2.652 0.066 0.299
H -2.958 2.105 -0.340 0.357
H 0.569 -1.734 -1.445 0.561
H 2.874 0.538 -0.511 0.367
H 2.978 1.874 1.719 0.307
H 1.307 1.892 1.978 0.325
H 1.985 2.951 0.767 0.348
H 3.248 -1.297 0.282 0.348
H 2.107 -1.788 1.760 0.319
H 1.964 -2.491 0.243 0.329
H 1.628 0.050 -2.415 0.340
H -1.049 1.510 -0.962 0.276
```

Molar mass ... 211.29 g mol⁻¹
Calculated total energy ... -26892.5796 eV
Orbital gap (spin up / spin down) ... 6.84 / 6.84 eV
E_LUMO (spin up / spin down) ... 0.04 / 0.04 eV
Multiplicity ... 1
Energy relative to the best compared isomer or geometry (same formula, charge and spin) ... 3.6811 eV
E_HOMO (spin up / spin down) ... -6.8 / -6.8 eV


[6]
ORCA calculation (ωB97M-V/def2-TZVPD) on a 9-piece molecular cluster, C12H36O9 overall at a distorted geometry.

```
57
Properties=species:S:1:pos:R:3:mulliken_charge:R:1
C -16.386 2.708 -13.290 -0.548
C -17.352 3.768 -13.717 -0.489
C -17.984 4.122 -12.368 -0.425
O -16.944 3.928 -11.400 -0.440
C -15.953 2.969 -11.811 -0.290
H -15.527 2.728 -13.961 0.305
H -16.843 1.753 -13.546 0.288
H -18.092 3.466 -14.458 0.330
H -16.811 4.619 -14.132 0.241
H -18.826 3.460 -12.162 0.272
H -18.404 5.124 -12.450 0.309
H -16.107 2.138 -11.124 0.214
H -14.979 3.434 -11.658 0.234
C -25.169 10.548 -16.918 -0.402
C -24.247 11.070 -17.982 -0.504
C -25.131 11.704 -19.033 -0.446
O -26.268 10.898 -18.993 -0.419
C -26.477 10.407 -17.691 -0.422
H -25.170 11.268 -16.100 0.293
H -24.818 9.584 -16.551 0.183
H -23.601 10.263 -18.327 0.304
H -23.688 11.843 -17.454 0.250
H -24.491 11.694 -19.915 0.327
H -25.428 12.731 -18.821 0.289
H -26.848 9.382 -17.674 0.305
H -27.237 11.042 -17.236 0.242
C -26.258 2.625 -8.619 -0.573
C -25.179 3.468 -9.103 -0.403
C -25.057 3.218 -10.570 -0.407
O -25.391 1.812 -10.714 -0.437
C -26.353 1.415 -9.711 -0.376
H -27.209 3.153 -8.690 0.236
H -26.093 2.446 -7.557 0.339
H -24.255 3.317 -8.545 0.291
H -25.412 4.532 -9.065 0.256
H -24.003 3.443 -10.733 0.261
H -25.675 3.799 -11.254 0.312
H -26.028 0.444 -9.337 0.231
H -27.379 1.212 -10.020 0.270
O -21.089 13.814 -12.351 -0.633
H -21.314 12.887 -12.431 0.314
H -21.917 14.274 -12.487 0.319
O -25.747 4.723 -15.738 -0.634
H -25.055 4.824 -15.085 0.315
H -25.451 4.000 -16.292 0.319
O -26.423 8.537 -10.636 -0.627
H -27.253 8.474 -11.108 0.321
H -26.431 9.413 -10.252 0.311
O -20.471 7.328 -16.457 -0.638
H -21.353 7.324 -16.083 0.318
H -20.440 6.545 -17.005 0.315
O -20.232 9.520 -11.179 -0.625
H -19.759 9.789 -10.391 0.307
H -19.553 9.178 -11.761 0.324
O -23.060 7.402 -13.136 -0.628
H -23.874 7.629 -12.687 0.313
H -22.415 8.020 -12.792 0.310
```

Molar mass ... 324.41 g mol⁻¹
Calculated total energy ... -31452.1003 eV
Orbital gap ... 9.65 eV
E_LUMO ... 0.10 eV
Multiplicity ... 1
Energy relative to the best compared isomer or geometry (same formula, charge and spin) ... 2.1237 eV
E_HOMO ... -9.5 eV


[7]
ORCA calculation (ωB97M-V/def2-TZVPD) on a 2-piece molecular cluster, CH7N2O overall at a distorted geometry.

```
11
Properties=species:S:1:pos:R:3:mulliken_charge:R:1
O -1.598 -0.492 -1.993 -1.098
H -1.138 0.348 -1.939 0.110
N -0.194 -1.067 0.791 -0.679
C 0.765 0.057 0.911 -0.446
N 0.574 1.177 -0.037 -0.704
H -0.200 -1.500 -0.122 0.326
H -1.124 -0.686 0.896 0.269
H 1.791 -0.284 0.956 0.340
H 0.534 0.405 1.944 0.292
H -0.400 1.225 -0.352 0.285
H 0.991 0.819 -1.055 0.304
```

Charge ... -1
Molar mass ... 63.08 g mol⁻¹
Calculated total energy ... -6177.3137 eV
Orbital gap ... 6.96 eV
E_LUMO ... 4.38 eV
Multiplicity ... 1
Energy relative to the best compared isomer or geometry (same formula, charge and spin) ... 1.0239 eV
E_HOMO ... -2.6 eV


[8]
ORCA calculation (ωB97M-V/def2-TZVPD) on C18H28Cl2N2O2 in the gas phase at a distorted geometry.

```
52
Properties=species:S:1:pos:R:3:mulliken_charge:R:1
C 3.741 1.706 1.861 -1.228
C 2.815 2.413 0.795 -0.464
C 2.455 1.471 -0.412 -1.114
C 0.953 1.638 -0.908 -0.047
C 1.041 1.896 -2.439 -1.819
C 0.058 0.409 -0.497 2.774
C 0.539 -0.788 -1.330 -0.678
N 0.985 -1.601 -1.958 -0.571
C 0.405 0.077 1.004 -1.087
C -0.708 -0.599 1.862 -0.829
C -1.113 -2.038 1.451 -0.423
C 0.074 -2.987 1.207 0.362
O 0.916 -3.088 2.040 -0.583
O 0.046 -3.668 0.050 -0.253
C 0.936 -4.813 0.066 -0.274
C 0.772 -5.505 -1.319 -1.078
C -1.467 0.572 -0.794 -0.221
C -1.809 0.488 -2.281 -0.303
N -1.755 0.477 -3.400 -0.539
C -2.101 1.902 -0.211 -0.442
Cl -1.872 3.321 -1.304 -0.126
C -3.654 1.725 -0.065 0.225
C -4.325 3.091 0.339 -1.286
Cl -4.083 0.546 1.246 -0.176
H 4.677 2.283 2.016 0.339
H 3.234 1.685 2.847 0.260
H 4.052 0.692 1.550 0.330
H 3.385 3.281 0.416 0.547
H 1.910 2.812 1.293 0.290
H 2.725 0.414 -0.233 0.478
H 3.114 1.801 -1.241 0.476
H 0.587 2.547 -0.384 0.571
H 0.086 2.252 -2.873 0.288
H 1.389 1.025 -3.024 0.302
H 1.761 2.722 -2.626 0.518
H 0.620 1.054 1.493 0.277
H 1.330 -0.524 1.092 0.422
H -1.569 0.099 1.896 0.110
H -0.329 -0.635 2.904 0.521
H -1.807 -2.099 0.588 0.117
H -1.679 -2.468 2.308 0.592
H 0.689 -5.481 0.909 0.356
H 1.964 -4.406 0.158 0.283
H -0.224 -5.989 -1.352 0.281
H 0.839 -4.725 -2.101 0.275
H 1.569 -6.261 -1.438 0.367
H -2.088 -0.233 -0.348 -0.004
H -1.612 2.040 0.775 0.713
H -4.045 1.334 -1.022 0.393
H -3.649 3.611 1.048 0.297
H -5.243 2.810 0.889 0.435
H -4.537 3.715 -0.541 0.344
```

Molar mass ... 375.34 g mol⁻¹
Calculated total energy ... -51239.4430 eV
Orbital gap ... 10.88 eV
E_LUMO ... 0.52 eV
Multiplicity ... 1
E_HOMO ... -10.4 eV


Q: molar mass of number 4 (C8H7NO2)?
A: 149.15 g mol⁻¹